1.
26
Properties=species:S:1:pos:R:3:forces:R:3:mulliken_charge:R:1 method="wB97M-V/def2-TZVPD" smiles="C[Si](C)(C)CBr.C=[Si](C)F" spin_multiplicity=1 e_lumo_ev="0.388 / 0.388" gap_ev="8.58 / 8.58"
Br -1.2731 1.3448 2.2460 -0.704 -0.823 3.271 -0.168
Si 1.0247 1.9494 0.1900 -1.403 0.022 -0.259 0.338
Si -1.4337 -3.1119 -0.2584 -0.689 1.517 1.076 0.547
F -2.7730 -3.9020 -0.6666 -0.053 -0.150 0.300 -0.256
C 1.3629 1.8495 -1.6878 0.852 1.153 0.718 -0.986
C -0.3787 -3.5282 -1.7161 2.199 -1.949 1.444 -0.926
C -0.8883 1.7840 0.5333 0.660 0.713 -3.092 -0.633
C 1.5640 3.4804 1.1681 -2.078 -1.394 0.811 -0.930
C 1.7452 0.4592 1.0490 -1.922 -2.835 -1.479 -0.858
C -1.5907 -2.0470 1.1373 2.337 -0.363 -1.322 -0.697
H 1.2729 0.1926 2.0139 0.324 0.469 -0.440 0.319
H -0.7711 -1.3695 1.5994 -1.688 -1.490 -0.910 0.137
H 0.8017 2.4665 -2.3881 -0.652 -0.055 0.339 0.372
H 2.5786 3.5021 1.4372 1.516 -0.160 0.260 0.376
H 0.5323 -2.9401 -1.9172 -0.717 0.089 -0.092 0.339
H -1.3880 2.7290 0.4097 0.048 0.646 -0.403 0.318
H 0.9916 3.1633 2.1297 0.799 1.131 -1.240 0.191
H 0.1081 -4.5431 -1.3343 -1.011 1.671 -0.822 0.251
H 1.2488 0.7908 -1.9725 0.734 0.478 -0.158 0.242
H 1.3023 4.4707 0.8086 -0.434 -0.056 0.048 0.318
H 2.7668 0.6040 1.1663 2.060 0.084 0.447 0.395
H 2.3695 2.3754 -1.7765 -0.593 -1.541 -0.143 0.254
H -0.9671 -3.7986 -2.5821 -0.050 0.258 -0.203 0.321
H -2.4190 -2.3908 1.7294 -0.311 0.324 0.454 0.279
H -1.4554 1.1156 -0.1346 0.565 -0.061 0.150 0.351
H 1.6291 -0.5492 0.3953 0.210 2.323 1.243 0.105



2.
32
Properties=species:S:1:pos:R:3:forces:R:3:lowdin_spin:R:1 method="wB97M-V/def2-TZVPD" spin_multiplicity=5 e_lumo_ev="-8.539 / -7.294" charge=+1 gap_ev="4.90 / 6.15"
Cr 15.3032 10.8203 6.7208 0.363 2.242 -1.209 4.087
Cl 15.5244 12.8249 5.5225 -0.385 -2.237 1.311 -0.084
S 20.1700 12.0873 4.3430 -0.763 -1.292 -1.444 0.000
S 14.4751 16.7586 6.7935 -0.799 -0.226 0.388 0.000
O 14.2426 15.5509 7.5550 -0.177 0.712 -0.833 0.000
O 19.9484 11.1324 5.3905 -0.088 0.413 -0.140 0.000
O 15.6371 17.5355 7.1357 -0.724 -0.179 -0.703 0.000
O 13.1271 17.6518 6.8981 1.154 -0.937 0.426 0.000
O 21.2487 13.0198 4.3902 -0.488 -0.034 0.096 0.000
O 20.2923 11.1630 2.9901 0.071 1.221 1.451 0.000
C 20.8035 11.8255 1.8327 1.085 0.272 -1.725 0.000
C 11.8581 19.6114 6.6085 -0.958 -1.012 -1.399 0.000
C 18.5838 12.8891 3.9884 0.404 -0.142 0.781 0.000
C 13.2778 19.0710 6.7265 -1.189 0.912 -0.554 0.000
C 14.4489 16.3227 5.0171 0.718 0.615 1.399 -0.002
C 19.7236 12.0345 0.7820 -0.573 0.272 0.057 0.000
H 21.6345 11.2161 1.4742 -0.268 -0.301 -0.053 0.000
H 15.3004 15.6453 5.0286 -0.108 -0.178 -0.646 -0.002
H 18.9876 11.2353 0.8838 -0.165 0.200 -0.136 0.000
H 17.8163 12.1645 3.7294 0.401 -0.334 -0.232 0.000
H 13.7934 19.5368 7.5613 0.385 -0.279 -0.096 0.000
H 11.4093 19.1841 5.6951 0.311 -0.154 0.056 0.000
H 13.7384 19.2463 5.7516 0.537 0.182 0.341 0.000
H 19.2754 13.0261 0.9078 -0.408 -0.292 0.340 0.000
H 14.6661 17.2170 4.4387 0.088 -0.002 0.015 0.000
H 18.2666 13.2945 4.9492 0.194 0.486 -0.163 0.000
H 20.0158 12.0905 -0.2674 0.653 -0.459 0.183 0.000
H 11.1666 19.2223 7.3555 0.339 0.522 0.539 0.000
H 11.7417 20.6690 6.3805 0.432 0.187 0.766 0.000
H 18.6809 13.6304 3.2029 0.130 0.144 0.122 0.000
H 13.5038 15.8879 4.7158 -0.005 -0.207 0.262 0.000
H 21.2824 12.7932 1.9978 -0.167 -0.115 0.799 0.000



3.
37
Properties=species:S:1:pos:R:3:forces:R:3:lowdin_spin:R:1 method="wB97M-V/def2-TZVPD" spin_multiplicity=5 e_lumo_ev="4.695 / 4.687" charge=-2 gap_ev="3.59 / 3.61"
Fe -20.4199 0.6215 -16.8886 1.141 -0.247 1.340 3.685
O -21.4433 2.2161 -15.9740 -0.038 0.749 0.947 0.043
O -19.1726 -1.0407 -17.4000 0.681 -1.666 -7.894 0.052
O -22.4016 -0.4387 -17.9462 -0.517 0.459 -0.861 0.016
O -18.6162 1.6992 -16.3836 -1.977 1.677 0.525 0.054
O -20.0743 -0.9350 -15.6749 -6.519 -0.590 7.142 0.064
O -17.8889 -1.3035 -15.7208 0.644 -3.180 1.914 0.009
O -25.0768 0.3609 -13.3276 -0.308 -0.506 1.535 0.000
O -20.3932 1.2138 -18.8318 -1.049 -0.285 -0.987 0.028
N -23.7895 0.4379 -15.0604 0.153 -2.388 -4.631 -0.001
N -19.0517 2.9027 -19.3729 5.792 4.247 1.581 0.002
N -22.8818 -1.8022 -19.7198 -1.120 0.188 -3.415 0.001
N -20.6461 2.5056 -20.6353 -3.665 -1.270 -3.080 0.004
N -22.3062 -2.6209 -17.8227 0.781 -5.036 2.734 0.001
N -23.1929 1.5985 -13.3758 2.523 3.169 2.448 0.000
C -19.0495 -1.3662 -16.1993 4.882 4.697 -1.138 0.015
C -20.5937 3.2981 -15.6324 1.674 -1.846 -1.103 0.005
C -19.0210 2.8023 -15.5663 0.139 -0.778 -1.534 0.004
C -24.0240 0.7628 -13.8590 -4.632 -1.243 1.679 0.000
C -22.4944 -1.5398 -18.4753 0.052 3.636 1.164 0.004
C -20.0683 2.1571 -19.5190 0.583 -1.466 1.904 0.010
H -23.2600 -1.0877 -20.3252 0.327 -0.164 0.346 0.000
H -18.8858 3.6121 -20.0724 0.032 -0.241 0.260 0.000
H -18.4130 2.9816 -18.5946 -0.514 -0.982 0.737 0.000
H -21.3650 1.7999 -20.7080 -0.837 0.812 -1.359 0.000
H -20.7394 4.0994 -16.3568 0.330 0.310 -0.846 0.001
H -18.7020 2.6930 -14.5297 -0.520 -0.681 0.790 0.000
H -21.8384 -2.6538 -16.9282 0.273 0.598 -0.036 0.000
H -20.7339 3.8664 -14.7129 -0.652 -0.431 1.016 0.001
H -20.5228 3.3848 -21.1169 -0.524 -0.630 0.183 0.001
H -24.3520 -0.3705 -15.2842 0.458 0.353 -1.029 0.000
H -18.3266 3.5936 -15.8488 -0.145 1.327 -0.357 0.001
H -22.4673 -3.5014 -18.2906 0.277 0.150 0.409 0.000
H -22.7261 2.0012 -14.1758 1.451 1.074 0.434 0.000
H -23.5301 2.1315 -12.5869 0.347 0.148 -0.349 0.000
H -23.1201 0.9238 -15.6400 0.527 -0.481 -0.399 -0.001
H -22.8148 -2.7469 -20.0710 -0.050 0.516 -0.069 0.000



4.
25
Properties=species:S:1:pos:R:3:forces:R:3:mulliken_charge:R:1 method="wB97M-V/def2-TZVPD" spin_multiplicity=1 e_lumo_ev=3.423 charge=-1 gap_ev=7.31
I 18.3162 -9.4537 -17.4478 0.144 -0.055 -0.233 -0.768
O 17.3961 -6.0362 -17.3886 0.182 0.451 -0.350 -0.476
O 18.3097 -7.9214 -20.8038 0.267 0.178 -0.257 -0.455
C 17.2964 -5.0124 -18.3695 -0.111 -0.062 0.109 0.385
C 20.7210 -7.8252 -20.4384 -0.343 -0.081 0.120 -1.277
C 18.6345 -4.8128 -19.0534 0.085 0.051 -0.400 -0.534
C 19.7443 -8.4159 -22.6899 0.012 0.332 -0.594 -1.355
C 16.2300 -5.3752 -19.3892 -0.331 -0.416 -0.536 -1.079
C 19.5618 -7.6001 -21.4082 0.202 -0.133 0.412 0.522
H 19.1591 -9.3286 -22.5989 0.104 -0.104 -0.047 0.323
H 19.4265 -4.5829 -18.3425 0.005 -0.044 0.083 0.323
H 20.5273 -7.3535 -19.4738 -0.036 0.055 -0.052 0.338
H 19.3966 -7.8643 -23.5707 -0.290 -0.101 0.137 0.323
H 20.8151 -8.8958 -20.2348 0.188 0.044 -0.057 0.380
H 19.5197 -6.5298 -21.6406 -0.064 -0.058 -0.099 0.187
H 17.0163 -4.0979 -17.8349 -0.048 -0.061 0.050 0.270
H 15.9795 -4.5787 -20.0990 0.162 0.156 0.185 0.348
H 16.5723 -6.2271 -19.9910 0.074 0.087 0.132 0.153
H 18.5938 -4.0136 -19.8014 -0.047 0.017 0.073 0.404
H 18.4547 -8.5672 -20.0904 -0.129 0.021 0.221 0.127
H 18.8741 -5.7369 -19.5903 0.092 0.102 0.128 -0.346
H 20.7833 -8.6587 -22.9337 0.019 -0.058 0.367 0.339
H 15.3039 -5.7041 -18.9150 0.055 0.154 0.203 0.316
H 21.6474 -7.4184 -20.8467 0.058 -0.145 -0.050 0.373
H 17.8789 -6.7697 -17.8117 -0.248 -0.329 0.453 0.180



The energy results, record by record, are as follows: -3491.057800 -2990.290991 -2432.352407 -686.475683 Ha.